# 1
117
Properties=species:S:1:pos:R:3 method="wB97M-V/def2-TZVPD" homo_energy_ha="-0.168 / -0.167" molar_mass_g_mol=795.9 spin_multiplicity=6 e_lumo_ev="-0.61 / -0.79" orbital_gap_ev="3.952 / 3.758" total_charge=0
C -16.2120 -5.7219 14.7019
Si -20.3968 -5.9338 12.1714
C -15.9644 -2.6985 11.3704
N -12.8030 -6.7972 7.1648
H -13.8063 -9.1128 14.9088
C -11.9098 -8.0581 14.7886
H -10.3085 -6.6428 14.6114
H -14.1822 -10.7318 13.4228
H -10.1381 -3.9945 9.6343
C -13.8685 -7.6795 13.3557
C -17.7485 -7.6970 14.9031
H -14.0052 -2.3020 12.3003
H -14.7750 -10.7785 11.7500
C -13.8039 -11.1065 9.1244
C -16.1368 -4.8750 7.7318
H -17.7976 -8.7824 15.1864
C -21.2965 -4.9244 10.8784
H -16.3775 -5.4424 15.7756
H -22.3381 -4.7136 11.1819
C -13.3985 -3.2311 9.2643
C -21.3044 -7.5476 12.3415
H -16.3790 -2.8490 8.5224
H -18.6386 -3.0696 9.2010
H -10.3280 -9.4512 15.2856
C -11.1628 -8.9149 15.7911
H -21.2858 -8.1153 11.3940
H -11.8140 -1.0254 8.4924
H -11.5705 -5.1365 13.1029
C -16.3216 -7.2238 14.5592
C -12.3380 -9.0509 10.2400
C -13.1192 -5.0212 10.8918
N -13.9905 -7.4208 9.2540
H -20.0899 -3.8651 13.5454
C -16.1117 -9.6968 13.1304
H -11.6759 -8.5384 7.6257
C -12.0058 -3.0888 9.1557
C -12.7773 -5.5651 6.3272
C -12.5059 -11.3845 9.5605
H -18.4560 -7.4904 14.0897
C -11.7842 -7.8111 6.8026
N -13.7237 -6.0175 11.6508
C -11.8099 -10.3661 10.2014
H -10.7338 -8.2752 16.5757
C -11.9938 -6.0945 13.3942
H -15.4070 -1.9725 13.3851
C -13.5944 -6.9878 8.1859
H -10.3237 -2.0095 8.2741
H -11.7380 -8.2628 10.6952
H -17.5052 -1.6704 12.5386
C -13.5519 -8.7965 9.6572
H -20.8340 -8.1842 13.1412
H -20.1343 -5.3053 14.6137
H -13.5506 -4.8672 6.6248
H -17.0852 -10.1166 11.2255
C -18.1493 -3.9785 8.8856
H -15.5526 -11.7544 13.0309
H -11.7289 -2.1885 7.1702
H -11.8055 -5.0683 6.4245
H -15.6000 -11.0058 7.2427
H -11.0845 -5.6444 11.1336
H -12.0617 -8.3640 5.8835
H -21.6373 -4.7215 13.9334
H -18.0003 -2.0422 10.9043
H -22.3606 -7.3872 12.6336
H -15.6258 -1.8795 10.7022
Fe -15.3162 -6.9241 10.6627
C -13.1684 -6.5541 12.7722
H -10.8047 -7.3453 6.6922
C -11.7368 -4.9538 10.6592
C -17.6206 -8.1875 8.7628
H -15.2079 -5.3343 14.4763
C -15.0052 -2.6581 12.6034
H -11.8257 -9.6843 16.2378
H -14.0530 -2.6025 8.6657
C -14.4018 -9.8415 9.2949
C -17.3486 -9.9814 12.2902
C -17.5264 -9.9953 7.1666
C -11.4277 -2.0412 8.2482
C -16.6208 -3.8882 8.8022
H -14.3889 -11.8949 8.6919
H -18.5249 -4.2640 7.8775
H -18.4465 -4.8088 9.5611
H -12.9269 -5.8278 5.2820
C -17.4280 -2.4274 11.7502
H -18.0896 -9.1861 12.3598
H -17.9594 -3.3441 12.0955
H -16.9511 -5.1775 14.1205
H -16.7198 -5.8097 7.7839
H -14.8843 -3.6526 13.0238
C -15.7304 -9.5237 8.7905
C -11.3037 -6.9113 14.2677
C -13.2310 -8.3406 14.4011
C -13.9590 -4.1221 10.1843
H -10.8544 -10.5330 10.6858
H -18.1198 -7.3191 9.1689
C -18.6448 -6.3932 11.7677
H -15.6194 -7.6623 15.3075
H -12.0770 -12.3680 9.3276
H -17.8514 -10.9219 12.6684
H -18.0915 -7.0983 15.7773
N -16.3715 -8.3788 9.2641
C -15.0839 -10.7866 12.8062
C -18.2421 -8.9238 7.7346
C -20.5559 -4.8792 13.6972
H -16.3389 -4.4735 6.7242
C -16.2629 -10.2634 7.7011
H -15.0856 -5.1583 7.8157
H -16.3883 -9.8160 14.1886
P -15.7805 -4.3078 10.4056
H -18.4106 -7.3508 11.2788
P -15.6252 -7.8926 12.9012
H -17.7705 -5.7831 11.8775
H -17.9676 -10.5905 6.3648
H -21.3301 -5.4817 9.9024
C -11.2006 -3.9840 9.8199
H -19.2432 -8.6691 7.4070
H -20.8100 -3.9399 10.6886

***

# 2
16
Properties=species:S:1:pos:R:3 method="wB97M-V/def2-TZVPD" relative_energy_kcal_mol=101.4 homo_energy_ha=-0.325 molar_mass_g_mol=95.1 smiles="C[C@H]1C[C@H]1C1=NC1" spin_multiplicity=1 e_lumo_ev=1.02 orbital_gap_ev=9.865 total_charge=0
C 0.5565 -0.6561 1.7865
C 0.6480 1.3560 -1.0039
H 0.4501 -1.7351 1.9496
H 0.8919 -1.2113 -0.4371
C -0.5868 0.0672 1.3827
H 1.3507 1.2455 -1.8338
H -2.2390 -0.3677 -0.0027
N -0.6093 0.4920 2.5514
H -0.6092 -1.9729 -1.0608
H -1.0621 0.3960 -2.0154
C -1.1742 -0.1577 0.0802
H 1.5602 -0.3407 1.5026
C -0.4487 0.3193 -1.1318
H 1.2155 1.2704 -0.0688
C -0.1723 -1.0712 -0.6697
H 0.2286 2.3663 -1.0290

***

# 3
118
Properties=species:S:1:pos:R:3 method="wB97M-V/def2-TZVPD" homo_energy_ha=-0.149 molar_mass_g_mol=884.8 spin_multiplicity=1 e_lumo_ev=1.68 orbital_gap_ev=5.742 total_charge=-1
C -2.8026 3.5483 5.1566
N 0.1387 6.6079 -10.3226
C 3.9414 -0.3428 -0.2505
C -3.1584 -0.8815 1.2921
C -0.6557 -1.6164 -3.7769
O -2.2309 5.8960 5.5715
C 0.3422 3.3822 4.5937
H 3.4241 0.4680 -5.5718
H -1.3832 5.5697 7.6558
H 0.9900 -9.0322 -6.3261
N 2.7509 3.7453 -5.8838
H 1.6647 3.7070 6.8790
C 1.0605 2.6594 -4.5751
H 1.1445 4.7460 -5.0887
H -2.1775 2.6604 5.2143
H 1.0560 -0.7042 -1.1778
C 3.8842 -2.6011 6.3381
C 3.1615 -2.1386 5.2503
H 0.1338 3.3214 7.6154
C -1.5935 6.0790 -8.7550
O -5.5739 2.4116 6.2147
C 2.9582 -8.1861 -3.7171
C 2.8875 1.2683 1.1685
H 0.5763 -4.6159 -2.8719
H 4.7264 -2.0345 8.2412
H 0.6685 -6.5723 -6.2768
N 1.9110 -6.2567 -4.6739
C 0.9518 -2.7323 -1.9010
N -0.1209 -0.8165 -2.8552
C -5.4153 -4.8168 -2.9944
H 0.0880 -1.8037 1.1638
H -5.9390 1.5223 6.2993
C -1.1341 6.6438 -9.9355
O 0.0256 5.3207 5.8958
C -3.6872 -2.1491 1.0958
C 3.7884 0.9774 0.1545
C -3.7808 -4.9334 -1.2640
H -0.1010 5.3039 3.8494
C 3.7137 -0.4121 7.2676
B -1.1079 6.0791 6.5452
N -3.1055 -5.1012 -3.5592
C -1.7805 -0.7345 1.3121
C -1.9748 4.8016 4.7393
C 3.2142 -1.3163 0.4158
H -3.5361 3.3342 4.3710
H -0.5704 1.8965 5.8921
C 3.3629 2.5691 -6.0019
H 0.1432 2.7422 -4.0079
C 2.7116 -6.8222 -3.7744
H 2.5017 -10.0776 -4.6316
H -1.2986 -1.1375 -4.5083
H -4.4493 2.4083 7.9585
Br -0.3386 2.5099 2.9392
H -2.8715 4.0029 7.2696
H 4.3361 1.7708 -0.3379
C 0.3866 -3.5502 -2.8639
C -4.2963 2.4429 6.8731
H 1.4196 2.0852 7.6021
H -4.7620 -2.2952 1.0713
H -2.2804 5.0581 3.7166
C -0.9926 -1.8645 1.1496
C -1.6229 -3.0855 0.9597
H -1.3258 0.2428 1.4319
C 2.8835 1.3957 -5.4386
C 1.0026 5.9928 -9.5181
C -0.4471 -2.9852 -3.8154
H -1.8216 7.1505 -10.6043
H 1.3703 3.6269 4.3220
H 4.2198 -3.6296 6.3823
N 3.0196 0.0445 6.2291
N 2.3633 -1.0540 1.4003
C 0.6480 5.3954 -8.3165
H 4.2827 2.5673 -6.5771
C -3.5555 3.7013 6.4754
C 0.6572 -1.3753 -1.9312
H 1.3987 4.9094 -7.7074
C 2.7552 -0.8122 5.2469
C 0.4047 2.3452 5.7130
C -0.6814 5.4404 -7.9296
H 1.2885 0.5519 -4.2530
C -0.4127 4.7192 4.7344
C -5.1057 -4.7939 -1.6433
H 3.1794 -6.1494 -3.0631
H 1.0463 1.5266 5.3763
H 1.4436 0.3992 2.5108
N -2.9453 -3.2425 0.9240
H -0.9349 -3.5992 -4.5593
H 2.1871 -0.4147 4.4150
H -4.5909 -4.9838 -4.9729
H -4.2896 4.5037 6.3737
H -0.8161 7.2710 6.6839
C -2.8246 -5.0855 -2.2575
H 2.0347 5.9769 -9.8508
H -1.0336 -3.9877 0.8260
H 3.6195 -8.5890 -2.9622
H -1.0002 4.9843 -7.0007
H -2.6411 6.1410 -8.4930
H -3.7238 1.5507 6.5817
C 2.1936 0.2180 1.7512
H 4.5944 -0.6105 -1.0702
H -1.7770 -5.1809 -1.9955
H -5.8801 -4.6623 -0.8988
C 1.3202 -7.0561 -5.5578
C 2.3373 -9.0079 -4.6440
H 3.9134 0.3040 8.0578
H -6.4346 -4.7070 -3.3394
H -3.4893 -4.9056 -0.2221
H 2.6952 2.2826 1.4902
H 2.9128 -2.7810 4.4165
H -3.8123 -0.0299 1.4226
C 1.6224 3.7751 -5.1767
C -4.3829 -4.9714 -3.9081
C 4.1672 -1.7196 7.3703
C 1.7039 1.4393 -4.7114
C 1.4997 -8.4317 -5.5851
C 0.9547 2.8969 7.0369
H 1.5942 -3.1339 -1.1295
H 3.2906 -2.3610 0.1318